Record 1
ORCA calculation (ωB97M-V with the def2-TZVPD basis set) on a 9-piece molecular cluster, H18O9 overall.

```
! RIJCOSX wB97M-V def2-TZVPD def2/J DEFGRID3
* xyz 0 1
O -0.10026 0.45193 0.04176
H 0.37856 1.23347 0.37823
H -0.28882 -0.08704 0.83027
O -2.61611 -1.26226 -0.39833
H -3.53271 -1.19329 -0.11221
H -2.23563 -0.38391 -0.24223
O -0.44727 -0.91130 -3.11707
H -0.25708 -0.72260 -2.18876
H 0.41446 -0.90180 -3.54693
O 1.43580 2.64456 1.03220
H 2.01769 3.37824 0.80035
H 0.96594 2.95403 1.81665
O -0.62340 -0.36097 2.79177
H -0.15824 0.20065 3.42225
H -0.58810 -1.24387 3.17837
O -1.75859 1.82187 -1.84938
H -0.95111 1.44971 -1.45139
H -2.30349 2.08824 -1.10274
O -0.57665 -3.27241 -0.37585
H -1.23703 -2.56211 -0.52063
H -1.03307 -3.91930 0.17195
O 3.08784 2.66190 -1.65133
H 3.49037 3.53814 -1.65136
H 2.43342 2.67923 -0.94166
O 1.82077 -2.74736 1.34601
H 1.75459 -2.95679 2.28345
H 0.90812 -2.57697 1.05660
*
```

Results
**SMILES**: O.O.O.O.O.O.O.O.O
**Electronic energy**: -687.935592 Ha
**Energy relative to the best compared isomer or geometry (same formula, charge and spin)**: 236.8 kJ/mol
**Orbital gap**: 10.044 eV
**HOMO level**: -10.414 eV

***

Record 2
ORCA calculation (ωB97M-V with the def2-TZVPD basis set) on a 9-piece molecular cluster, H18O9 overall at a distorted geometry.

```
! RIJCOSX wB97M-V def2-TZVPD def2/J DEFGRID3
* xyz 0 1
H 1.91021 -1.54992 -0.16111
H 2.69648 -0.84115 0.84900
H 0.30514 -1.11899 -1.42038
H 1.12877 -2.37185 -1.86869
H 0.87442 0.15232 1.95650
H 1.24961 -0.95732 2.92351
H 2.84120 0.75903 -0.67151
H 3.28197 2.19172 -0.96056
H -0.64204 1.76353 1.13331
H 1.00900 1.89342 0.41945
H 0.08422 1.49348 -1.14518
H -1.17281 0.87683 -1.58775
H -2.62110 1.56319 -0.30103
H -2.43014 2.71010 0.85636
H -0.88335 -2.35315 0.06193
H -1.13817 -1.10440 1.04059
H -2.71619 -1.04805 -0.20662
H -4.19961 -0.34540 -0.29059
O 2.71426 -1.01458 -0.05336
O 0.48946 -2.06489 -1.25672
O 0.93777 -0.82138 1.99782
O 2.50131 1.64740 -0.92892
O 0.43648 1.77264 1.25524
O -0.24801 0.69247 -1.68098
O -2.00991 1.96480 0.39960
O -1.42965 -2.00544 0.84973
O -3.33892 -0.38518 -0.66081
*
```

Results
**SMILES**: O.O.O.O.O.O.O.O.O
**Electronic energy**: -687.952051 Ha
**Energy relative to the best compared isomer or geometry (same formula, charge and spin)**: 193.6 kJ/mol
**Orbital gap**: 11.070 eV
**HOMO level**: -10.859 eV

***

Record 3
ORCA calculation (ωB97M-V with the def2-TZVPD basis set) on a 9-piece molecular cluster, H18O9 overall at a distorted geometry.

```
! RIJCOSX wB97M-V def2-TZVPD def2/J DEFGRID3
* xyz 0 1
H 0.91961 -0.01536 0.62754
H 1.17158 -1.18602 -0.30846
H 2.15204 3.33755 -1.27412
H 1.64638 4.76545 -1.14976
H -0.62078 4.96706 0.61108
H 0.17083 3.79075 1.15852
H -1.12412 -1.97182 -1.43324
H -1.71056 -3.31284 -1.02360
H 3.47899 0.17519 -0.44447
H 4.12715 0.89170 -1.61773
H -4.30064 -2.80518 -0.16230
H -3.11597 -2.01589 0.37025
H -3.84345 -0.44399 0.50916
H -4.53679 -0.38151 -0.84191
H -0.56685 0.36230 1.70910
H -1.42387 1.59815 1.48951
H 3.82355 -3.94016 0.26859
H 4.10702 -3.92903 1.76176
O 0.46499 -0.63346 0.04423
O 1.51853 3.88004 -0.79103
O -0.30176 4.08918 0.37329
O -1.93334 -2.37850 -1.10344
O 4.18397 0.08370 -1.09533
O -3.65751 -2.13445 -0.41821
O -3.89996 0.08873 -0.29209
O -1.25508 0.89356 2.12515
O 4.52607 -3.77520 0.90753
*
```

Results
**SMILES**: O.O.O.O.O.O.O.O.O
**Electronic energy**: -687.780283 Ha
**Energy relative to the best compared isomer or geometry (same formula, charge and spin)**: 644.6 kJ/mol
**Orbital gap**: 9.039 eV
**HOMO level**: -9.167 eV

***

Record 4
ORCA calculation (ωB97M-V with the def2-TZVPD basis set) on a 9-piece molecular cluster, H18O9 overall.

```
! RIJCOSX wB97M-V def2-TZVPD def2/J DEFGRID3
* xyz 0 1
O 0.94733 -1.91221 0.81808
H 1.85943 -1.86111 1.10394
H 0.98386 -1.76910 -0.12765
O -0.90080 -3.15981 2.57388
H -1.62974 -2.54078 2.53297
H -0.22779 -2.77554 2.01208
O 0.12174 2.83028 1.69422
H 0.81873 2.50840 2.26591
H -0.02826 2.11707 1.07369
O -2.54471 0.76089 -1.94865
H -3.37696 1.05218 -2.32113
H -2.79053 0.28219 -1.15704
O 1.18907 -0.50767 -1.74339
H 1.98968 -1.01303 -1.88436
H 0.94198 -0.20119 -2.61588
O -0.95443 -0.83314 -3.53545
H -1.34616 -0.15837 -2.98096
H -1.62505 -1.51349 -3.59559
O -0.39115 0.47374 0.41488
H -0.05074 -0.33016 0.80743
H -0.21679 0.37622 -0.52124
O 0.62651 -0.32198 4.22176
H 0.75657 -0.17158 3.28544
H 1.42912 -0.75759 4.50862
O 1.28935 2.99098 -1.93709
H 1.56793 3.89719 -1.80519
H 1.56180 2.53762 -1.13930
*
```

Results
**SMILES**: O.O.O.O.O.O.O.O.O
**Electronic energy**: -687.942949 Ha
**Energy relative to the best compared isomer or geometry (same formula, charge and spin)**: 217.5 kJ/mol
**Orbital gap**: 10.571 eV
**HOMO level**: -10.696 eV

***

Q: Among the records above, which one has the highest energy relative to the best compared isomer or geometry (same formula, charge and spin)?
A: number 3